Below is a structure of composition C39H40MgN8O5Si, with properties calculated with ωB97M-V with the def2-TZVPD basis set.

Geometry (Å):
Mg1 -0.684 -0.194 -0.582
C1 1.051 2.409 1.652
C2 -0.279 2.705 1.011
C3 -0.892 3.930 1.185
C4 -2.154 4.117 0.609
C5 -2.772 3.102 -0.071
C6 -2.116 1.844 -0.200
N1 -0.846 1.716 0.311
N2 -2.593 0.729 -0.754
Si1 -3.972 0.720 -1.788
C7 -4.160 -1.013 -2.467
C8 -5.560 1.162 -0.860
C9 -3.719 1.921 -3.221
H1 1.814 3.122 1.332
H2 1.376 1.401 1.405
H3 0.974 2.481 2.739
H4 -0.409 4.709 1.758
H5 -2.659 5.070 0.721
H6 -3.760 3.235 -0.490
H7 -4.024 -1.763 -1.685
H8 -3.437 -1.213 -3.262
H9 -5.161 -1.142 -2.890
H10 -5.379 1.231 0.215
H11 -6.331 0.403 -1.015
H12 -5.977 2.119 -1.188
H13 -2.729 2.380 -3.154
H14 -4.462 2.721 -3.242
H15 -3.772 1.396 -4.179
O1 -1.248 -2.115 -1.070
C10 -1.097 -2.623 -2.182
C11 -0.679 -1.984 -3.400
C12 -0.661 -2.806 -4.537
C13 -0.385 -2.283 -5.770
C14 -0.157 -0.902 -5.931
C15 -0.163 -0.083 -4.846
C16 -0.377 -0.576 -3.512
O2 -0.295 0.211 -2.526
N3 -0.350 -3.160 -6.932
O3 -0.114 -2.655 -8.018
O4 -0.578 -4.348 -6.767
H16 -1.332 -3.696 -2.289
H17 -0.878 -3.863 -4.446
H18 0.015 -0.514 -6.925
H19 0.002 0.981 -4.945
N4 0.476 -0.551 6.784
C17 0.114 -0.223 8.075
C18 0.791 -0.290 9.290
C19 0.098 0.134 10.406
C20 -1.223 0.607 10.317
C21 -1.885 0.669 9.109
C22 -1.200 0.245 7.970
N5 -1.620 0.199 6.650
C23 -0.604 -0.274 5.986
C24 -0.600 -0.491 4.531
C25 0.516 -0.946 3.840
C26 0.436 -1.104 2.466
N6 -0.663 -0.844 1.768
C27 -1.740 -0.418 2.436
C28 -1.758 -0.227 3.804
H20 1.356 -0.928 6.490
H21 1.808 -0.654 9.362
H22 0.582 0.101 11.373
H23 -1.726 0.929 11.220
H24 -2.901 1.032 9.033
H25 1.452 -1.169 4.336
H26 1.289 -1.446 1.894
H27 -2.618 -0.205 1.834
H28 -2.645 0.129 4.307
C29 5.514 -1.027 -2.483
N7 4.199 -1.566 -2.180
N8 3.203 -0.699 -1.749
C30 2.316 -1.391 -0.941
O5 1.258 -0.919 -0.491
C31 2.865 -2.708 -0.806
C32 4.005 -2.754 -1.548
C33 5.000 -3.851 -1.692
C34 2.947 0.500 -2.475
C35 2.600 1.644 -1.776
C36 2.326 2.808 -2.475
C37 2.442 2.837 -3.857
C38 2.810 1.690 -4.545
C39 3.044 0.508 -3.859
H29 5.397 -0.048 -2.939
H30 6.008 -1.682 -3.197
H31 6.126 -0.932 -1.582
H32 2.406 -3.512 -0.257
H33 4.603 -4.767 -1.261
H34 5.929 -3.605 -1.172
H35 5.237 -4.035 -2.740
H36 2.527 1.610 -0.703
H37 2.022 3.695 -1.934
H38 2.240 3.752 -4.399
H39 2.886 1.702 -5.625
H40 3.284 -0.405 -4.390

The calculation puts the highest occupied orbital energy at -6.97 eV. The total energy comes out at -2814.1723 hartree. Its molar mass is 753.2 g/mol. As for the energy above the lowest of the compared OMol25 structures with the same formula, charge and spin: 0.3362 eV. The value obtained for the LUMO energy is -0.13 eV. The calculation puts the strongest force on any atom at 0.01048 Eh/bohr.

---

Below is a structure of composition C39H41MgN3O4P2S, with properties calculated with ωB97M-V with the def2-TZVPD basis set.

Geometry (Å):
Mg1 0.916 1.341 0.288
O1 4.113 -1.996 5.576
C1 3.412 -0.982 5.451
O2 2.908 -0.200 6.279
C2 2.941 -0.703 4.033
C3 1.866 -1.416 3.499
C4 1.332 -1.032 2.290
N1 1.785 0.024 1.607
C5 2.886 0.663 2.070
C6 3.511 0.296 3.238
C7 3.326 1.898 1.288
O3 4.502 2.184 1.208
O4 2.332 2.553 0.762
H1 1.419 -2.229 4.055
H2 0.487 -1.557 1.861
H3 4.381 0.848 3.567
C8 -3.053 0.827 -0.741
C9 -1.833 0.373 -1.549
P1 -0.802 1.787 -2.172
C10 -1.212 1.798 -3.949
C11 -2.537 1.657 -4.356
C12 -2.874 1.755 -5.697
C13 -1.893 1.997 -6.647
C14 -0.572 2.144 -6.248
C15 -0.233 2.049 -4.907
C16 0.889 1.063 -2.177
C17 1.154 -0.312 -2.281
C18 2.457 -0.774 -2.286
C19 3.518 0.124 -2.220
C20 3.280 1.485 -2.131
C21 1.970 1.951 -2.099
C22 -2.809 0.925 0.766
P2 -1.386 1.940 1.317
C23 -1.825 3.680 1.067
C24 -3.129 4.117 0.859
C25 -3.388 5.465 0.659
C26 -2.348 6.381 0.671
C27 -1.045 5.950 0.880
C28 -0.782 4.604 1.070
C29 -1.269 1.629 3.101
C30 -0.001 1.567 3.675
C31 0.165 1.196 5.004
C32 -0.955 0.916 5.771
C33 -2.227 1.009 5.220
C34 -2.388 1.354 3.889
H4 -3.855 0.097 -0.882
H5 -3.437 1.778 -1.122
H6 -2.140 -0.247 -2.395
H7 -1.218 -0.294 -0.933
H8 -3.319 1.468 -3.630
H9 -3.907 1.643 -5.998
H10 -2.156 2.069 -7.693
H11 0.200 2.330 -6.983
H12 0.802 2.161 -4.612
H13 0.340 -1.025 -2.315
H14 2.648 -1.838 -2.322
H15 4.535 -0.244 -2.206
H16 4.099 2.181 -2.017
H17 1.787 3.010 -1.953
H18 -2.600 -0.075 1.161
H19 -3.717 1.263 1.271
H20 -3.954 3.416 0.855
H21 -4.405 5.798 0.499
H22 -2.550 7.432 0.514
H23 -0.230 6.661 0.888
H24 0.243 4.275 1.217
H25 0.881 1.780 3.082
H26 1.160 1.075 5.417
H27 -0.833 0.608 6.801
H28 -3.097 0.792 5.826
H29 -3.385 1.396 3.470
C35 1.689 -4.535 1.300
N2 1.278 -5.119 0.031
C36 2.235 -6.061 -0.533
C37 0.321 -4.525 -0.717
S1 -0.218 -2.978 -0.358
N3 -0.162 -5.234 -1.785
C38 -0.519 -6.641 -1.629
C39 -0.971 -4.552 -2.778
H30 2.183 -5.307 1.888
H31 0.820 -4.170 1.839
H32 2.378 -3.700 1.152
H33 3.243 -5.691 -0.334
H34 2.096 -6.139 -1.607
H35 2.142 -7.053 -0.085
H36 -0.152 -7.028 -0.685
H37 -0.111 -7.241 -2.444
H38 -1.608 -6.739 -1.635
H39 -0.500 -3.617 -3.068
H40 -1.975 -4.330 -2.402
H41 -1.048 -5.199 -3.652

The calculation puts the highest occupied orbital energy at -7.47 eV. The total energy comes out at -3257.0637 hartree. Its molar mass is 734.1 g/mol. As for the energy above the lowest of the compared OMol25 structures with the same formula, charge and spin: 0.0000 eV. The value obtained for the LUMO energy is -0.29 eV. The calculation puts the strongest force on any atom at 0.01530 Eh/bohr.

---

Below is a structure of composition C39H41NO2P2Pt in a non-equilibrium geometry, with properties calculated with ωB97M-V with the def2-TZVPD basis set.

Geometry (Å):
Pt1 1.439 -0.416 1.268
C1 3.436 -0.365 1.803
C2 3.061 0.850 1.116
C3 3.386 1.062 -0.360
C4 2.973 -0.153 -1.267
C5 1.849 -0.977 -0.679
C6 2.060 -2.092 0.230
C7 3.461 -2.575 0.524
C8 4.305 -1.470 1.216
C9 -2.254 -0.329 -1.787
H1 3.437 -0.301 2.898
H2 2.962 1.773 1.706
H3 4.455 1.327 -0.500
H4 2.793 1.922 -0.728
H5 2.611 0.220 -2.235
H6 3.853 -0.759 -1.541
H7 0.965 -1.089 -1.323
H8 1.218 -2.830 0.263
H9 3.942 -2.977 -0.392
H10 3.409 -3.436 1.200
H11 4.855 -1.938 2.049
H12 5.056 -1.065 0.519
H13 -1.630 -0.920 -1.104
H14 -2.962 -0.989 -2.321
H15 -2.810 0.428 -1.217
P1 -0.217 1.515 0.720
P2 -1.139 0.502 -2.931
C10 -0.441 2.262 -0.877
C11 -0.051 1.583 -2.028
C12 -0.173 2.803 1.983
C13 0.947 3.517 2.485
C14 0.793 4.342 3.610
C15 -0.460 4.469 4.227
C16 -1.558 3.734 3.762
C17 -1.398 2.907 2.663
C18 0.999 -1.168 3.153
C19 0.952 -2.520 3.477
C20 0.861 -2.894 4.832
C21 0.764 -1.930 5.847
C22 0.716 -0.584 5.480
C23 0.822 -0.198 4.133
C24 -2.254 1.493 -3.915
C25 -2.951 2.535 -3.280
C26 -3.913 3.241 -4.006
C27 -4.158 2.912 -5.345
C28 -3.440 1.886 -5.967
C29 -2.469 1.169 -5.261
C30 -0.238 -0.799 -3.792
C31 -0.517 -2.149 -3.503
C32 0.236 -3.157 -4.098
C33 1.255 -2.833 -4.992
C34 1.509 -1.497 -5.307
C35 0.765 -0.471 -4.722
H16 -0.828 3.286 -0.911
H17 0.930 1.727 -2.464
H18 1.915 3.440 1.988
H19 1.649 4.894 4.018
H20 -0.592 5.130 5.085
H21 -2.533 3.788 4.244
H22 -2.228 2.302 2.318
H23 0.996 -3.290 2.707
H24 0.878 -3.952 5.098
H25 0.700 -2.213 6.909
H26 0.611 0.183 6.243
H27 0.814 0.849 3.829
H28 -2.741 2.756 -2.226
H29 -4.472 4.033 -3.515
H30 -4.912 3.463 -5.901
H31 -3.641 1.622 -7.003
H32 -1.894 0.355 -5.717
H33 -1.334 -2.404 -2.827
H34 -0.001 -4.193 -3.882
H35 1.833 -3.627 -5.461
H36 2.284 -1.248 -6.023
H37 0.927 0.568 -5.013
O1 -1.074 -3.847 1.397
C36 -1.739 -2.832 1.602
C37 -3.006 -2.773 2.464
C38 -3.393 -1.314 2.436
C39 -2.299 -0.677 1.562
O2 -2.216 0.562 1.263
N1 -1.402 -1.577 1.120
H38 -3.782 -3.419 2.037
H39 -2.773 -3.125 3.477
H40 -4.399 -1.166 2.019
H41 -3.388 -0.873 3.442

The calculation puts the highest occupied orbital energy (spin up / spin down) at -12.73 / -13.55 eV. The total energy comes out at -2517.2198 hartree. Its molar mass is 812.8 g/mol. As for the energy above the lowest of the compared OMol25 structures with the same formula, charge and spin: 0.0000 eV. Its charge is +2. Its expectation value of S² is 6.05. The value obtained for the LUMO energy (spin up / spin down) is -6.24 / -8.77 eV. The calculation puts the strongest force on any atom at 0.07688 Eh/bohr. As for the spin multiplicity: 5.